# C5H8LuO3

C5H8LuO3 as an isolated structure at a distorted geometry (the ωB97M-V functional and the def2-TZVPD basis, OMol25).

Geometry (Å):
1 O 0.715 -0.454 1.030
2 C -0.230 0.671 0.512
3 C 0.561 1.169 -0.699
4 O 1.835 0.514 -0.588
5 C 1.819 -0.402 0.368
6 O 2.736 -1.215 0.459
7 Lu 4.856 -1.515 -0.682
8 C -1.695 0.422 0.349
9 C -1.771 -1.039 -0.085
10 H -0.072 1.334 1.372
11 H 0.740 2.248 -0.658
12 H 0.112 0.888 -1.659
13 H -2.211 0.587 1.302
14 H -2.074 1.095 -0.433
15 H -2.692 -1.499 0.289
16 H -0.933 -1.657 0.297
17 H -1.696 -1.149 -1.175

The expectation value of S² is 0.75. Its charge is +2. The calculation puts the total energy at -1655.83846 a.u. The spin multiplicity is 2. The value obtained for the LUMO energy (spin up / spin down) is -10.01 / -10.97 eV. For the HOMO-LUMO gap (spin up / spin down), the calculation gives 7.55 / 6.66 eV. The HOMO energy (spin up / spin down) comes out at -17.561 / -17.631 eV.